A structure of composition C4H6N2O4 in a non-equilibrium geometry. Source: the Open Molecules 2025 dataset; level of theory: ωB97M-V with the def2-TZVPD basis set.

```
! wB97M-V def2-TZVPD RIJCOSX def2/J DEFGRID3
* xyz 0 1
C -0.542 1.478 0.414
N -0.324 0.036 0.297
C 2.084 0.255 -0.103
C -2.027 -0.803 0.168
C 0.272 -0.546 -0.690
O 2.359 0.846 1.070
O -1.963 -2.137 0.230
N 0.341 -1.394 -1.578
O 2.938 -0.021 -0.907
O -3.057 -0.184 0.168
H 3.321 1.031 1.096
H -2.875 -2.468 0.367
H 1.272 -1.608 -1.934
H -0.152 2.028 -0.443
H -0.038 1.806 1.322
H -1.608 1.681 0.523
*
```

LUMO level (alpha / beta) (Ha): 0.00162 / 0.00162
E_tot (Eh): -566.3724
Kohn-Sham gap (alpha / beta) (eV): 8.37 / 8.37